Record 1
This record from OMol25 describes a cluster of 7 separate species, C61H136N5O4P2 in total. The level of theory is the ωB97M-V functional and the def2-TZVPD basis.

CARTESIAN COORDINATES (ANGSTROEM)
P: -25.440 8.834 30.235
O: -25.896 10.324 30.015
O: -23.973 8.569 29.764
O: -26.476 7.939 29.511
O: -25.446 8.442 31.756
C: -18.926 11.755 28.492
C: -19.514 10.433 28.065
C: -21.023 10.619 27.638
C: -21.951 10.995 28.744
N: -23.132 11.907 28.285
C: -22.658 13.241 27.649
C: -23.099 14.424 28.529
C: -23.306 13.790 29.896
C: -23.803 12.364 29.572
C: -24.120 11.175 27.392
H: -17.905 11.607 28.843
H: -19.396 12.373 29.258
H: -18.910 12.414 27.624
H: -19.476 9.697 28.869
H: -18.982 10.100 27.174
H: -21.494 9.718 27.246
H: -21.098 11.387 26.869
H: -21.410 11.666 29.411
H: -22.383 10.149 29.280
H: -22.896 13.285 26.586
H: -21.572 13.200 27.733
H: -23.939 14.929 28.051
H: -22.320 15.171 28.689
H: -23.938 14.285 30.633
H: -22.344 13.709 30.401
H: -24.885 12.396 29.441
H: -23.612 11.638 30.362
H: -24.398 10.293 27.969
H: -23.721 10.900 26.416
H: -24.960 11.823 27.142
C: -29.220 15.172 31.613
C: -29.689 13.724 31.530
C: -28.955 12.897 32.613
C: -27.520 12.609 32.252
N: -26.731 11.880 33.374
C: -26.689 12.659 34.721
C: -25.547 12.153 35.456
C: -24.548 11.726 34.366
C: -25.190 11.841 33.025
C: -27.261 10.372 33.499
H: -29.932 15.798 31.075
H: -28.237 15.186 31.142
H: -29.162 15.450 32.665
H: -29.661 13.343 30.509
H: -30.716 13.609 31.877
H: -29.493 11.952 32.682
H: -28.998 13.305 33.623
H: -27.018 13.576 32.217
H: -27.368 11.996 31.364
H: -27.577 12.430 35.310
H: -26.506 13.706 34.479
H: -25.858 11.317 36.083
H: -25.290 12.904 36.202
H: -24.189 10.712 34.542
H: -23.667 12.367 34.382
H: -24.969 11.112 32.246
H: -24.941 12.762 32.497
H: -27.218 10.132 32.437
H: -28.225 10.372 34.007
H: -26.476 9.880 34.073
C: -20.319 6.108 28.616
C: -20.855 5.285 27.356
C: -22.344 5.013 27.406
C: -23.128 6.383 27.213
N: -24.682 6.122 26.878
C: -25.209 7.525 26.625
C: -25.347 7.820 25.141
C: -24.677 6.599 24.475
C: -24.969 5.474 25.546
C: -25.272 5.420 28.128
H: -20.617 5.573 29.518
H: -20.804 7.080 28.700
H: -19.242 6.254 28.702
H: -20.234 4.391 27.419
H: -20.776 5.775 26.386
H: -22.627 4.554 28.353
H: -22.563 4.367 26.556
H: -22.734 6.949 26.369
H: -23.087 7.010 28.104
H: -26.192 7.556 27.096
H: -24.579 8.259 27.127
H: -26.380 7.961 24.826
H: -24.856 8.744 24.834
H: -25.243 6.594 23.544
H: -23.611 6.744 24.297
H: -25.987 5.154 25.766
H: -24.192 4.715 25.447
H: -26.344 5.238 28.053
H: -25.115 6.058 28.998
H: -24.684 4.504 28.185
C: -25.697 3.203 35.708
C: -26.213 4.590 35.241
C: -26.924 4.620 33.917
C: -27.305 6.024 33.420
N: -28.300 6.008 32.175
C: -27.619 5.466 30.875
C: -28.023 3.992 30.880
C: -29.416 3.863 31.504
C: -29.559 5.100 32.367
C: -28.722 7.560 32.002
H: -25.341 3.210 36.738
H: -24.818 2.913 35.133
H: -26.355 2.336 35.774
H: -25.332 5.223 35.135
H: -26.975 5.044 35.875
H: -27.671 3.826 33.926
H: -26.222 4.280 33.155
H: -26.481 6.626 33.037
H: -27.704 6.613 34.245
H: -28.011 6.056 30.046
H: -26.540 5.566 30.991
H: -28.071 3.554 29.883
H: -27.350 3.454 31.548
H: -30.154 3.755 30.709
H: -29.314 3.009 32.174
H: -30.392 5.695 31.991
H: -29.885 4.971 33.399
H: -29.356 7.925 32.810
H: -29.328 7.730 31.112
H: -27.868 8.225 31.879
C: -32.358 6.175 29.048
C: -31.306 6.700 28.058
C: -31.022 8.202 28.056
C: -29.554 8.348 27.666
N: -29.075 9.769 27.899
C: -29.817 10.761 26.917
C: -28.932 11.998 26.661
C: -27.484 11.454 26.802
C: -27.675 9.953 27.159
C: -28.971 10.244 29.385
H: -33.325 6.410 28.603
H: -32.292 6.595 30.052
H: -32.280 5.092 29.151
H: -31.523 6.443 27.021
H: -30.446 6.066 28.277
H: -31.351 8.671 28.983
H: -31.655 8.620 27.273
H: -29.412 8.096 26.615
H: -28.985 7.750 28.378
H: -30.790 11.028 27.329
H: -29.946 10.227 25.976
H: -29.088 12.797 27.386
H: -29.184 12.501 25.727
H: -27.024 11.929 27.668
H: -26.862 11.477 25.907
H: -26.872 9.673 27.840
H: -27.560 9.327 26.273
H: -30.017 10.436 29.625
H: -28.401 11.172 29.436
H: -28.444 9.471 29.945
C: -20.580 12.360 33.424
C: -21.291 11.462 32.532
C: -21.452 10.033 33.077
C: -22.197 9.101 32.161
P: -22.707 7.539 32.888
C: -23.324 6.225 31.741
C: -23.262 4.790 32.341
C: -23.500 3.655 31.320
C: -23.518 2.282 32.010
C: -23.764 7.813 34.449
C: -23.031 7.787 35.811
C: -23.914 8.277 36.948
C: -23.462 7.805 38.345
C: -21.048 6.837 33.473
C: -20.066 6.446 32.329
C: -18.727 5.895 32.678
C: -17.968 5.503 31.420
H: -20.418 13.307 32.909
H: -19.559 12.085 33.688
H: -21.225 12.501 34.291
H: -20.808 11.461 31.554
H: -22.312 11.810 32.377
H: -22.079 10.261 33.939
H: -20.467 9.653 33.346
H: -21.638 8.891 31.249
H: -23.066 9.710 31.912
H: -22.586 6.207 30.939
H: -24.274 6.565 31.328
H: -23.969 4.660 33.159
H: -22.247 4.629 32.705
H: -22.823 3.673 30.465
H: -24.408 3.767 30.727
H: -23.533 1.426 31.336
H: -24.450 2.302 32.575
H: -22.620 2.012 32.565
H: -24.474 6.986 34.456
H: -24.319 8.724 34.228
H: -22.128 8.390 35.717
H: -22.698 6.783 36.073
H: -24.973 8.209 36.699
H: -23.670 9.326 37.117
H: -22.414 8.069 38.487
H: -23.483 6.730 38.522
H: -24.096 8.239 39.118
H: -21.203 5.916 34.035
H: -20.590 7.439 34.258
H: -19.940 7.250 31.604
H: -20.496 5.628 31.750
H: -18.973 5.007 33.261
H: -18.165 6.558 33.336
H: -18.005 6.352 30.737
H: -18.474 4.709 30.871
H: -16.951 5.114 31.461

Output
multiplicity	1
energy relative to the best compared isomer or geometry (same formula, charge and spin)	4.695	eV
net charge	+3
energy	-3662.38240	a.u.


Record 2
This record from OMol25 describes a cluster of 14 separate species, C61H161N11O21 in total. The level of theory is the ωB97M-V functional and the def2-TZVPD basis.

CARTESIAN COORDINATES (ANGSTROEM)
C: -31.453 -0.916 -3.775
O: -31.423 -0.312 -2.471
C: -31.102 1.075 -2.614
C: -30.619 1.493 -1.243
N: -30.543 2.907 -1.060
C: -29.525 3.644 -1.869
C: -29.708 5.213 -1.748
O: -30.102 5.546 -0.339
C: -28.957 5.726 0.527
H: -32.323 -1.568 -3.707
H: -30.610 -1.607 -3.763
H: -31.635 -0.275 -4.637
H: -32.052 1.556 -2.848
H: -30.345 1.275 -3.372
H: -29.592 1.172 -1.070
H: -31.309 1.021 -0.543
H: -31.304 3.485 -0.734
H: -29.532 3.310 -2.906
H: -28.563 3.390 -1.424
H: -30.508 5.541 -2.412
H: -28.788 5.739 -2.003
H: -29.170 5.662 1.594
H: -28.415 6.611 0.192
H: -28.237 4.947 0.277
C: -35.601 -0.160 17.427
O: -36.792 0.522 17.208
C: -37.814 -0.026 16.466
C: -37.505 -0.052 14.936
N: -37.298 1.228 14.341
C: -36.977 1.195 12.885
C: -35.455 1.138 12.500
O: -34.769 2.243 13.004
C: -33.563 2.317 12.328
H: -35.153 -0.364 16.454
H: -35.773 -1.087 17.974
H: -35.025 0.562 18.006
H: -38.640 0.675 16.585
H: -37.891 -1.014 16.919
H: -38.358 -0.481 14.410
H: -36.640 -0.678 14.715
H: -36.444 1.547 14.775
H: -37.299 2.197 12.604
H: -37.622 0.469 12.391
H: -35.433 0.887 11.439
H: -34.989 0.221 12.861
H: -33.596 2.633 11.285
H: -33.128 1.319 12.284
H: -33.063 3.225 12.666
C: -20.045 10.707 13.921
O: -20.911 11.680 13.352
C: -21.919 12.229 14.245
C: -23.013 13.028 13.576
N: -22.390 14.146 12.850
C: -23.445 15.068 12.354
C: -24.172 14.723 11.019
O: -23.312 15.106 9.995
C: -22.345 14.074 9.660
H: -20.513 10.262 14.799
H: -19.137 11.123 14.359
H: -19.790 9.929 13.202
H: -21.386 12.693 15.075
H: -22.514 11.394 14.616
H: -23.705 13.375 14.344
H: -23.436 12.285 12.900
H: -22.126 13.598 12.044
H: -22.974 16.042 12.221
H: -24.226 15.263 13.089
H: -25.111 15.276 11.007
H: -24.453 13.671 11.059
H: -22.794 13.088 9.777
H: -21.448 14.252 10.254
H: -22.214 14.247 8.592
C: -22.749 4.589 22.872
O: -21.571 5.282 22.570
C: -21.411 6.406 23.403
C: -20.702 7.489 22.573
N: -21.563 8.224 21.670
C: -22.564 8.986 22.454
C: -23.121 10.177 21.646
O: -24.060 9.660 20.622
C: -24.914 10.531 19.927
H: -22.635 4.019 23.794
H: -23.077 3.867 22.124
H: -23.660 5.160 23.056
H: -20.721 6.122 24.197
H: -22.362 6.722 23.831
H: -19.939 7.027 21.947
H: -20.166 8.202 23.198
H: -22.085 7.432 21.325
H: -22.207 9.330 23.425
H: -23.368 8.336 22.799
H: -22.314 10.702 21.133
H: -23.747 10.828 22.256
H: -24.334 10.952 19.106
H: -25.328 11.321 20.553
H: -25.643 9.877 19.450
C: -32.404 10.052 4.394
O: -32.395 9.995 5.768
C: -33.203 10.906 6.477
C: -33.255 10.641 7.976
N: -33.701 9.261 8.123
C: -35.081 9.018 7.888
C: -35.430 7.564 7.974
O: -35.041 6.822 6.819
C: -35.419 5.390 6.900
H: -31.956 9.126 4.033
H: -31.572 10.709 4.141
H: -33.423 10.229 4.049
H: -34.210 11.020 6.076
H: -32.668 11.842 6.313
H: -33.913 11.357 8.468
H: -32.290 10.799 8.459
H: -33.156 8.835 7.387
H: -35.571 9.324 6.964
H: -35.654 9.606 8.605
H: -36.503 7.616 8.158
H: -34.997 7.202 8.906
H: -34.612 5.091 7.569
H: -35.299 4.754 6.023
H: -36.465 5.300 7.191
C: -30.631 9.300 26.522
O: -30.454 9.174 25.146
C: -31.489 8.781 24.362
C: -30.760 8.535 23.016
N: -31.581 7.813 22.058
C: -31.652 6.357 22.097
C: -32.544 5.853 21.034
O: -31.900 6.093 19.802
C: -32.805 5.852 18.644
H: -29.601 9.459 26.842
H: -30.995 8.381 26.980
H: -31.399 9.999 26.855
H: -32.191 9.588 24.152
H: -32.025 7.896 24.704
H: -29.797 8.024 23.015
H: -30.431 9.513 22.664
H: -31.228 8.002 21.131
H: -31.922 5.946 23.070
H: -30.695 6.051 21.675
H: -33.470 6.421 20.945
H: -32.785 4.805 21.208
H: -32.381 6.218 17.709
H: -33.783 6.323 18.741
H: -33.002 4.781 18.608
C: -33.999 11.382 18.472
O: -34.977 10.931 17.553
C: -35.065 9.573 17.299
C: -36.092 9.173 16.252
N: -37.384 9.789 16.605
C: -38.174 9.140 17.655
C: -38.921 7.885 17.097
O: -39.272 6.830 17.977
C: -38.081 6.057 18.362
H: -33.004 11.078 18.146
H: -34.072 11.384 19.560
H: -33.861 12.451 18.313
H: -35.330 9.194 18.287
H: -34.122 9.078 17.065
H: -36.164 8.118 15.991
H: -35.761 9.678 15.344
H: -37.280 10.757 16.874
H: -38.927 9.779 18.117
H: -37.403 9.019 18.417
H: -38.497 7.492 16.173
H: -39.904 8.256 16.806
H: -37.611 5.812 17.409
H: -38.406 5.107 18.786
H: -37.348 6.585 18.972
C: -26.377 6.383 18.848
O: -26.807 7.228 19.969
H: -26.470 6.684 17.804
H: -25.292 6.303 18.913
H: -26.775 5.379 18.995
H: -26.286 8.027 20.080
C: -23.334 9.050 4.005
O: -23.123 10.337 4.436
H: -23.550 8.647 4.994
H: -24.231 9.046 3.387
H: -22.474 8.581 3.526
H: -22.517 10.264 5.177
C: -29.964 13.548 13.706
O: -28.982 14.095 14.649
H: -30.435 14.387 13.195
H: -29.563 12.920 12.910
H: -30.644 12.878 14.233
H: -29.218 14.960 14.991
C: -27.202 1.906 3.873
C: -26.388 2.740 4.859
C: -25.905 1.937 6.131
O: -26.969 1.448 6.903
C: -26.707 1.371 8.307
N: -25.187 3.294 4.175
H: -27.346 2.468 2.951
H: -28.131 1.544 4.313
H: -26.746 0.925 3.735
H: -27.063 3.548 5.143
H: -25.263 2.531 6.781
H: -25.326 1.052 5.864
H: -25.674 1.025 8.344
H: -27.483 0.813 8.830
H: -26.699 2.394 8.684
H: -24.831 2.817 3.359
H: -24.509 3.285 4.924
C: -23.075 6.185 13.440
C: -23.690 4.858 12.931
C: -22.706 4.089 11.998
O: -21.669 3.658 12.766
C: -20.434 3.278 12.067
N: -24.053 4.078 14.082
H: -22.965 6.905 12.629
H: -22.114 5.954 13.899
H: -23.704 6.617 14.219
H: -24.506 4.948 12.214
H: -22.415 4.603 11.082
H: -23.261 3.237 11.604
H: -19.584 3.298 12.749
H: -20.178 4.000 11.292
H: -20.444 2.291 11.605
H: -23.203 3.744 14.512
H: -24.499 3.204 13.841
C: -28.124 7.152 8.777
C: -27.854 8.307 9.831
C: -28.562 8.038 11.238
O: -28.367 9.045 12.197
C: -28.920 8.642 13.447
N: -26.545 8.887 9.954
H: -27.708 6.177 9.027
H: -27.711 7.563 7.856
H: -29.205 7.075 8.659
H: -28.485 9.086 9.403
H: -28.259 7.033 11.532
H: -29.647 7.930 11.213
H: -28.570 7.655 13.750
H: -30.005 8.552 13.385
H: -28.792 9.379 14.240
H: -26.438 9.285 9.032
H: -26.655 9.570 10.690
C: -18.509 11.938 5.757
C: -17.859 10.585 5.817
C: -18.501 9.666 6.867
O: -19.825 9.319 6.573
C: -20.137 8.180 7.348
N: -17.994 10.031 4.465
H: -18.281 12.515 4.861
H: -18.395 12.471 6.701
H: -19.566 11.678 5.810
H: -16.797 10.815 5.895
H: -18.395 10.228 7.795
H: -17.911 8.751 6.909
H: -21.215 8.020 7.355
H: -19.822 8.253 8.389
H: -19.704 7.292 6.888
H: -17.498 9.166 4.305
H: -18.931 9.785 4.181

Output
multiplicity	1
energy	-4602.20989	a.u.


Number 1: maximum force 4.23 eV/Å, HOMO-LUMO gap 7.6 eV. Number 2: maximum force 3.69 eV/Å, HOMO-LUMO gap 8.2 eV.